DFT (ωB97M-V/def2-TZVPD) results for a structure of composition C7H21BF4HfOP2 at a distorted geometry.

The value obtained for the HOMO energy (spin up / spin down) is -16.1 / -16.1 eV. Its charge is +2. The lowest unoccupied orbital energy (spin up / spin down) comes out at -0.367 / -0.367 hartree.

```
37
C7H21BF4HfOP2 | OMol25 | ωB97M-V/def2-TZVPD
Hf 0.87 0.32 0.34
H 0.79 -3.39 -3.03
H 0.77 -3.86 -2.45
P -0.20 1.26 -1.74
P -0.69 -1.27 1.67
C -0.73 -0.65 3.40
H -1.18 -1.42 4.05
H 0.29 -0.45 3.78
H -1.31 0.27 3.47
C -2.36 -1.99 1.53
H -2.47 -2.46 0.54
H -2.50 -2.76 2.30
H -3.14 -1.21 1.65
C 0.38 -2.73 1.76
H 1.42 -2.45 2.00
H -0.01 -3.38 2.56
H 0.36 -3.25 0.80
C -1.93 1.07 -2.30
H -2.01 1.46 -3.34
H -2.20 0.00 -2.31
H -2.63 1.61 -1.64
C -0.01 3.08 -1.89
H 1.04 3.38 -1.78
H -0.36 3.40 -2.89
H -0.58 3.60 -1.12
C 0.75 0.70 -3.20
H 0.62 -0.39 -3.30
H 0.34 1.21 -4.09
H 1.81 0.93 -3.06
C -0.36 1.80 1.26
O -1.22 2.52 1.57
H -0.77 -0.44 0.11
F 2.84 -0.15 0.35
B 3.57 1.29 1.19
F 2.97 2.29 0.43
F 3.00 1.05 2.41
F 4.86 1.02 0.99
```

Atom charges from the natural (NBO) analysis, given in e for atoms 1 to 4: 1.70, 0.00, 0.00, 0.77

DFT (ωB97M-V/def2-TZVPD) results for a structure of composition C7H21Cl2N2OScSi.

The value obtained for the HOMO energy is -16.5 eV. Its charge is +2. Its energy above the lowest of the compared OMol25 structures with the same formula, charge and spin is 18.6 kcal per mole. The lowest unoccupied orbital energy comes out at -0.278 hartree.

```
35
C7H21Cl2N2OScSi | OMol25 | ωB97M-V/def2-TZVPD
Sc -0.21 0.66 0.56
N 1.73 -0.21 -0.20
C 2.52 -1.08 0.75
C 2.36 -0.67 2.20
C 1.06 -1.12 2.87
N -0.07 -0.13 2.68
H 1.69 -0.68 -1.10
H 2.26 0.64 -0.38
H 3.57 -1.04 0.45
H 2.18 -2.11 0.60
H 2.51 0.41 2.32
H 3.19 -1.13 2.76
H 1.21 -1.26 3.94
H 0.73 -2.07 2.46
H 0.08 0.64 3.33
H -0.92 -0.57 3.01
C 0.27 5.22 -0.48
Si -0.73 3.69 -0.48
C -2.28 3.81 0.53
C -1.09 3.07 -2.18
O 0.14 2.39 0.29
H -0.34 6.04 -0.88
H 1.15 5.13 -1.12
H 0.59 5.51 0.52
H -2.97 4.55 0.13
H -2.06 4.10 1.57
H -2.81 2.86 0.55
H -1.85 3.69 -2.66
H -1.47 2.04 -2.20
H -0.21 3.11 -2.82
Cl -4.91 -1.54 0.47
C -4.23 -0.14 -0.21
Cl -2.32 -0.31 -0.28
H -4.39 0.75 0.40
H -4.47 -0.01 -1.26
```

Atom charges from the natural (NBO) analysis, given in e for atoms 1 to 4: 1.92, -0.93, -0.22, -0.46

DFT (ωB97M-V/def2-TZVPD) results for a cluster of 2 separate species, C7H21ClNO2P2 in total.

The value obtained for the HOMO energy is -11.6 eV. Its charge is +1. Its energy above the lowest of the compared OMol25 structures with the same formula, charge and spin is 0.0 kcal per mole. The lowest unoccupied orbital energy comes out at -0.138 hartree.

```
34
C7H21ClNO2P2 | OMol25 | ωB97M-V/def2-TZVPD
C -3.14 -5.25 1.55
C -1.86 -4.63 2.11
C -1.54 -3.28 1.49
Cl -2.86 -2.07 1.70
P -0.09 -2.42 2.19
P 0.68 -0.41 1.14
N -0.38 0.68 1.82
O 0.06 -0.67 -0.31
H -3.35 -4.89 0.54
H -3.04 -6.33 1.49
H -4.00 -5.03 2.17
H -0.99 -5.27 1.92
H -1.93 -4.51 3.20
H -1.38 -3.36 0.41
H -0.44 -2.13 3.51
H 0.93 -3.38 2.31
H -1.37 0.59 1.63
H -0.25 0.89 2.80
H -0.89 -0.64 -0.45
C 3.43 3.76 -2.77
C 2.05 4.34 -3.00
O 1.03 3.36 -3.12
C 0.84 2.52 -2.00
C 0.46 3.26 -0.72
H 3.70 3.06 -3.56
H 4.17 4.57 -2.77
H 3.51 3.25 -1.81
H 2.02 4.87 -3.95
H 1.80 5.06 -2.22
H 1.72 1.90 -1.82
H 0.03 1.85 -2.29
H 1.26 3.92 -0.37
H 0.26 2.54 0.07
H -0.44 3.86 -0.88
```

Atom charges from the natural (NBO) analysis, given in e for atoms 1 to 4: -0.62, -0.43, -0.46, -0.03

DFT (ωB97M-V/def2-TZVPD) results for a cluster of 5 separate species, C7H21F3N6O6 in total at a distorted geometry.

The value obtained for the HOMO energy is -5.5 eV. Its energy above the lowest of the compared OMol25 structures with the same formula, charge and spin is 148.9 kcal per mole. The lowest unoccupied orbital energy comes out at -0.054 hartree.

```
43
C7H21F3N6O6 | OMol25 | ωB97M-V/def2-TZVPD
O -0.16 1.97 0.73
H -1.06 2.30 0.62
H 0.42 2.54 0.23
H -0.09 1.02 0.60
C -0.35 -4.11 -0.14
O 0.55 -5.20 -0.38
O 0.47 -2.95 -0.18
C -1.57 -4.24 -1.02
F -2.27 -3.07 -1.16
F -1.15 -4.56 -2.28
F -2.39 -5.09 -0.44
C 0.10 -6.53 -0.22
C 1.31 -7.43 0.34
H 1.08 -7.64 1.39
H 1.16 -8.40 -0.14
H 2.34 -7.12 0.13
H -0.35 -7.05 -1.07
H -0.65 -6.59 0.58
H -0.55 -4.27 0.92
C 4.44 3.30 0.49
O 3.45 3.60 -0.12
N 4.90 2.10 0.69
N 5.30 4.08 1.11
H 5.78 2.01 1.18
H 4.33 1.45 0.18
H 5.34 5.05 0.86
H 5.90 3.65 1.80
C -4.14 0.87 3.13
O -4.03 1.71 2.20
N -5.10 0.03 3.22
N -3.35 0.82 4.14
H -5.08 -0.72 3.89
H -5.69 -0.08 2.40
H -2.42 1.23 4.10
H -3.53 0.09 4.81
C -0.47 5.48 -3.77
O -0.83 4.46 -3.25
N 0.75 5.96 -3.90
N -1.31 6.17 -4.53
H 1.38 5.53 -3.23
H 0.80 6.85 -4.37
H -0.99 6.91 -5.14
H -2.28 5.90 -4.41
```

Atom charges from the natural (NBO) analysis, given in e for atoms 1 to 4: -0.76, 0.58, 0.58, 0.59

Number 1: E -1509.10836 a.u.. Number 2: E -2434.28119 a.u.. Number 3: E -1627.19123 a.u.. Number 4: E -1358.72357 a.u..